w) Computed, not measured: a molecular structure, C4H7NO3, with ωB97M-V with the def2-TZVPD basis set.

```
15
Properties=species:S:1:pos:R:3:mulliken_charge:R:1
C 0.47 -0.09 -1.92 -0.7687
C -0.83 0.79 -1.38 0.3704
C -0.53 0.02 1.15 0.6138
C 0.90 -0.46 1.06 -0.5203
H 1.05 0.73 -2.94 0.2691
H 1.28 -0.46 -0.53 0.2379
H -0.37 -1.41 -2.67 0.2413
H -2.19 0.61 0.45 0.3131
H 0.92 -1.30 0.51 0.4357
H 1.36 0.53 0.73 0.3175
H 0.69 0.07 3.03 0.4176
N -1.48 0.18 -0.05 -0.2461
O -1.56 1.41 -2.04 -0.4137
O -0.85 0.23 2.27 -0.6001
O 1.15 -0.86 2.34 -0.6675
```

LUMO level = -0.52 eV
HOMO = -10.06 eV


x) Computed, not measured: C4H7NO3 in the gas phase, with ωB97M-V with the def2-TZVPD basis set.

```
15
Properties=species:S:1:pos:R:3:mulliken_charge:R:1
C 0.16 -0.27 0.82 -0.5477
C -1.00 -1.06 0.19 -0.7153
C -2.00 -0.13 -0.44 0.1653
C 2.08 0.18 -0.56 0.1087
H -0.04 2.27 0.12 0.3995
H 1.01 -1.00 1.14 0.3427
H -0.15 0.38 1.52 0.3517
H -0.69 -1.77 -0.52 0.3425
H -1.56 -1.77 0.83 0.3830
H -2.80 -0.78 -0.99 0.2591
H 2.33 1.25 -1.20 0.2370
N 0.75 0.58 -0.15 0.1086
O 1.02 2.04 0.33 -0.4802
O -1.78 1.03 -0.61 -0.4319
O 2.67 -0.94 -0.46 -0.5229
```

LUMO level = 0.64 eV
SMILES string = O=CCCN(O)C=O
HOMO = -9.81 eV


Ranking the structures above by energy, x) is first and the second is 5.610 eV behind.